2 unconnected molecules or ions with the total composition C4H7NO at a distorted geometry. Source: the Open Molecules 2025 dataset; level of theory: ωB97M-V with the def2-TZVPD basis set.

```
13
Properties=species:S:1:pos:R:3:lowdin_charge:R:1
C 2.135 0.492 0.090 -0.065
O 1.288 -0.662 -0.120 -0.173
C 0.381 -0.440 -1.025 -0.020
C -2.034 -0.444 0.274 -0.066
C -1.108 0.715 0.219 -0.340
N -0.714 1.779 0.473 0.152
H 1.523 1.398 0.070 0.057
H 2.862 0.500 -0.721 0.091
H 2.631 0.373 1.054 0.092
H -0.154 -1.401 -1.150 0.023
H -1.670 -1.450 0.050 0.067
H -2.388 -0.447 1.304 0.089
H -2.850 -0.222 -0.414 0.093
```

Results
Frontier orbital gap in eV: 8.7
Energy above the lowest of the compared OMol25 structures with the same formula, charge and spin in kJ/mol: 476.7
Multiplicity: 1
Electronic energy in Eh: -286.4501
LUMO energy in eV: 0.3
Maximum force in eV/A: 1.3
Net charge: 0